Entry from OMol25: a cluster of 4 separate species, C3H9O4S in total (wB97M-V/def2-TZVPD).

Last column: natural (NBO) charge in e.
Geometry (Å):
H 0.45 -1.65 0.26  0.234
H -1.62 1.47 0.01  0.466
O 1.44 1.86 -0.27  -0.753
O 2.17 -0.26 -0.71  -0.762
C 1.46 0.61 -0.09  0.756
O -1.21 2.36 0.13  -0.983
H -0.33 2.18 -0.21  0.494
H -0.71 0.37 -1.28  0.072
H -0.16 -1.60 1.88  0.211
H 0.19 -1.41 -1.83  0.481
C -0.15 -1.06 0.95  -0.546
O -0.52 -1.77 -2.41  -0.962
S -1.89 -1.00 0.37  -0.094
H 1.32 0.08 2.04  0.218
C 0.63 0.22 1.23  -0.558
H -1.27 -1.51 -1.76  0.476
H 0.22 1.12 1.70  0.251

## Properties
relative energy (zero: lowest compared OMol25 entry of this formula, charge and spin)	109.2	kcal per mole
net charge	-1
max |F|	0.06191	Eh/bohr
energy	-818.77388	Ha
Kohn-Sham gap	6.0	eV